(a)
C3H29N3O11 | ωB97M-V with the def2-TZVPD basis set

Computed properties:
Orbital gap in eV: 9.014
SMILES: NCCNC(N)=O.O.O.O.O.O.O.O.O.O.O
LUMO in Ha: 0.0025
M in g mol⁻¹: 283.3

Atoms and positions in Å:
N: -0.627 0.961 -2.884
C: -0.114 1.794 -1.872
C: -0.117 1.033 -0.550
N: 1.200 0.213 -0.477
C: 1.851 -0.169 0.696
N: 2.199 0.792 1.731
O: 2.327 -1.278 0.795
H: -0.482 1.128 -3.804
H: -1.549 0.648 -2.545
H: -0.554 2.772 -1.676
H: 0.921 2.027 -2.231
H: -0.128 1.801 0.210
H: -0.906 0.317 -0.225
H: 1.095 -0.518 -1.188
H: 2.689 0.344 2.437
H: 1.388 1.213 2.213
O: -2.383 2.689 0.177
H: -2.892 1.905 0.645
H: -3.097 3.345 -0.003
O: -1.915 -3.325 -2.400
H: -1.679 -2.419 -2.132
H: -1.454 -3.914 -1.732
O: 0.628 -2.629 2.355
H: 1.146 -2.047 1.885
H: 0.905 -3.586 2.175
O: -2.371 -1.735 1.418
H: -1.473 -2.075 1.727
H: -2.113 -1.506 0.516
O: 1.102 3.846 -0.518
H: 1.916 3.752 -0.030
H: 0.344 3.837 0.126
O: -0.495 -2.947 -0.405
H: -0.159 -3.158 0.438
H: 0.264 -2.745 -0.948
O: 3.227 2.189 -1.747
H: 2.643 1.804 -2.455
H: 3.247 1.430 -1.136
O: 1.899 -2.634 -1.267
H: 2.566 -3.080 -1.679
H: 2.064 -2.051 -0.531
O: -0.340 0.396 2.854
H: -1.091 0.655 2.400
H: -0.566 -0.383 3.445
O: -2.889 0.680 1.770
H: -2.937 0.865 2.659
H: -3.288 -0.238 1.763

(b)
C3H29N3O11 | ωB97M-V with the def2-TZVPD basis set

Computed properties:
Orbital gap in eV: 9.710
SMILES: NCNCC(N)=O.O.O.O.O.O.O.O.O.O.O
LUMO in Ha: -0.0005
M in g mol⁻¹: 283.3

Atoms and positions in Å:
N: -1.173 -2.373 0.016
C: -1.699 -2.058 1.360
N: -1.061 -0.847 1.970
C: 0.338 -1.095 2.429
C: 1.258 -0.188 1.642
N: 2.629 -0.383 1.635
O: 0.884 0.878 1.149
H: -0.479 -1.628 -0.224
H: -1.848 -2.627 -0.663
H: -1.872 -3.148 1.853
H: -2.773 -1.865 1.323
H: -0.898 -0.251 1.095
H: 0.629 -2.114 2.489
H: 0.387 -0.909 3.365
H: 3.075 0.370 1.047
H: 3.043 -1.348 1.677
O: 1.465 -0.996 -1.361
H: 1.417 -1.922 -1.602
H: 2.027 -1.089 -0.572
O: -2.690 0.655 -3.193
H: -2.178 0.926 -2.492
H: -2.282 1.291 -3.796
O: 0.743 2.546 -1.497
H: 1.250 2.074 -0.930
H: 0.079 3.038 -1.081
O: 3.410 1.820 0.134
H: 2.583 2.350 0.441
H: 3.554 2.035 -0.827
O: -0.170 0.516 -3.121
H: 0.324 0.127 -2.340
H: -0.180 1.517 -2.655
O: -2.763 1.419 2.535
H: -2.045 1.166 1.900
H: -2.810 0.618 2.841
O: -0.594 -4.216 -2.454
H: -1.100 -4.073 -1.643
H: -0.849 -3.399 -2.956
O: -0.430 3.565 1.182
H: -0.268 2.942 1.918
H: -1.122 4.143 1.689
O: -1.984 3.027 -1.024
H: -2.526 2.679 -1.798
H: -1.764 2.280 -0.404
O: 2.208 -3.066 0.645
H: 1.347 -3.185 0.146
H: 2.510 -3.909 0.288

Most stable: (a) (next structure +46.0 kcal/mol)

(a)
C5H10ClN | ωB97M-V with the def2-TZVPD basis set

Computed properties:
Orbital gap in eV: 9.939
SMILES: [H]/N=C(/C)C(=C)C.Cl
LUMO in Ha: 0.0204
M in g mol⁻¹: 119.6

Atoms and positions in Å:
H: -0.298 -1.362 -1.912
N: -0.243 -1.648 -0.966
C: 0.265 -0.884 -0.116
C: 0.662 -1.423 1.251
C: 0.380 0.572 -0.389
C: 0.536 1.022 -1.603
C: 0.138 1.489 0.772
H: -0.002 -2.282 1.448
H: 0.220 -0.565 1.879
H: 1.753 -1.672 1.393
H: 0.577 2.017 -1.844
H: 0.701 0.410 -2.456
H: -0.086 2.518 0.374
H: 0.881 1.537 1.382
H: -0.779 1.105 1.323
Cl: -2.684 0.199 -0.329
H: -2.022 -1.032 -0.206

(b)
C5H10ClN | ωB97M-V with the def2-TZVPD basis set

Computed properties:
Orbital gap in eV: 9.063
LUMO in Ha: 0.0305
M in g mol⁻¹: 119.6

Atoms and positions in Å:
C: -0.919 -0.009 -0.029
C: 1.721 -0.499 -1.332
C: 1.714 -0.508 1.233
C: -3.031 1.046 0.135
C: 1.318 0.140 -0.049
N: -1.595 1.005 0.071
Cl: -1.377 -1.670 -0.133
H: 1.219 -0.027 -2.177
H: 1.510 -1.567 -1.333
H: 2.801 -0.369 -1.471
H: 1.464 -1.567 1.234
H: 1.225 -0.026 2.075
H: 2.796 -0.415 1.368
H: -3.308 1.628 1.014
H: -3.485 0.051 0.192
H: -3.395 1.561 -0.753
H: 1.341 1.223 -0.049

Most stable: (a) (next structure +8.1 kcal/mol)

(a)
C34H32BiClF6N3O2Te | ωB97M-V with the def2-TZVPD basis set

Computed properties:
Orbital gap in eV: 7.165
Net charge: -1
LUMO in Ha: 0.0770
M in g mol⁻¹: 1000.7

Atoms and positions in Å:
Bi: 0.188 0.155 0.089
Cl: 0.690 5.699 -5.451
C: 0.393 4.620 -4.093
C: -0.883 4.240 -3.823
C: -1.340 3.441 -2.745
C: -0.593 2.499 -2.070
O: -1.005 1.741 -1.152
C: 1.547 3.351 -2.368
C: 2.544 3.245 -1.317
N: 2.530 2.290 -0.483
C: 3.535 2.190 0.488
C: 4.822 1.851 0.156
C: 5.791 1.618 1.155
C: 5.469 1.731 2.476
C: 4.158 2.112 2.852
C: 3.773 2.280 4.202
C: 2.502 2.670 4.489
C: 1.602 2.882 3.422
N: 1.908 2.729 2.162
C: 3.177 2.343 1.864
C: 1.497 4.390 -3.222
H: -1.652 4.658 -4.466
H: -2.389 3.477 -2.486
H: 3.300 4.037 -1.283
H: 5.073 1.719 -0.889
H: 6.792 1.329 0.862
H: 6.200 1.529 3.249
H: 4.495 2.084 4.986
H: 2.165 2.795 5.509
H: 0.580 3.182 3.635
H: 2.284 5.134 -3.171
F: 4.219 -1.593 3.988
Te: 3.078 -1.476 2.445
F: 3.958 -3.034 1.688
F: 1.511 -1.700 1.078
F: 2.068 -2.787 3.304
F: 1.827 -0.313 3.423
O: 0.712 2.257 -2.504
C: -3.233 -5.235 -0.168
C: -3.149 -3.768 -0.501
C: -3.690 -3.274 -1.683
C: -3.591 -1.924 -2.000
C: -4.116 -1.392 -3.307
C: -2.964 -1.066 -1.107
C: -2.388 -1.535 0.072
C: -2.492 -2.898 0.360
N: -1.644 -0.634 0.864
C: -1.998 -0.429 2.286
C: -3.518 -0.295 2.411
C: -1.492 -1.545 3.213
C: -1.359 0.879 2.765
H: -3.523 -5.820 -1.041
H: -3.968 -5.419 0.618
H: -2.273 -5.610 0.189
H: -4.173 -3.954 -2.377
H: -4.717 -2.138 -3.827
H: -3.286 -1.110 -3.961
H: -4.727 -0.501 -3.155
H: -2.870 -0.010 -1.336
H: -1.995 -3.299 1.233
H: -4.024 -1.214 2.111
H: -3.879 0.516 1.775
H: -3.787 -0.079 3.447
H: -2.021 -2.483 3.047
H: -1.654 -1.261 4.256
H: -0.424 -1.713 3.068
H: -1.597 1.702 2.086
H: -0.274 0.783 2.855
H: -1.736 1.126 3.760
F: -0.227 -3.983 -4.732
C: -0.097 -3.081 -3.727
C: 0.124 -3.540 -2.446
C: 0.248 -2.609 -1.424
C: 0.145 -1.241 -1.675
C: -0.070 -0.822 -2.984
C: -0.189 -1.738 -4.023
H: 0.191 -4.603 -2.257
H: 0.421 -2.965 -0.417
H: -0.152 0.228 -3.226
H: -0.356 -1.419 -5.044

(b)
C34H32BiClF6N3O2Te | ωB97M-V with the def2-TZVPD basis set

Computed properties:
Orbital gap in eV: 6.963
Net charge: -1
LUMO in Ha: 0.0617
M in g mol⁻¹: 1000.7

Atoms and positions in Å:
Bi: -0.306 -0.936 -0.213
Cl: 5.078 -2.419 5.472
C: 3.732 -2.110 4.397
C: 2.485 -1.756 4.927
C: 1.429 -1.523 4.090
C: 1.535 -1.611 2.668
O: 0.496 -1.440 1.951
C: 2.829 -1.960 2.154
C: 3.173 -2.074 0.756
N: 2.471 -1.750 -0.268
C: 3.075 -1.810 -1.529
C: 4.420 -1.622 -1.753
C: 4.974 -1.729 -3.045
C: 4.188 -2.007 -4.123
C: 2.790 -2.144 -3.950
C: 1.905 -2.394 -5.023
C: 0.565 -2.474 -4.789
C: 0.089 -2.277 -3.477
N: 0.884 -2.057 -2.462
C: 2.225 -2.011 -2.663
C: 3.889 -2.218 3.046
H: 2.362 -1.681 6.000
H: 0.454 -1.279 4.490
H: 4.178 -2.489 0.595
H: 5.070 -1.371 -0.926
H: 6.040 -1.585 -3.171
H: 4.610 -2.100 -5.116
H: 2.309 -2.512 -6.021
H: -0.140 -2.659 -5.588
H: -0.973 -2.268 -3.261
H: 4.856 -2.498 2.643
F: -4.009 1.216 0.960
Te: -3.139 0.905 -0.714
F: -4.526 -0.264 -1.141
F: -1.647 -0.552 -1.972
F: -3.124 1.168 -2.599
F: -4.341 2.387 -0.986
O: -2.306 -0.365 0.382
C: -3.604 5.471 2.665
C: -2.615 4.370 2.378
C: -1.764 3.893 3.369
C: -0.873 2.858 3.118
C: 0.034 2.323 4.192
C: -0.833 2.309 1.841
C: -1.664 2.777 0.837
C: -2.562 3.800 1.115
N: -1.567 2.168 -0.473
C: -0.998 3.019 -1.567
C: -1.995 3.949 -2.267
C: 0.107 3.880 -0.940
C: -0.328 2.112 -2.601
H: -3.718 5.630 3.737
H: -4.581 5.226 2.248
H: -3.282 6.415 2.219
H: -1.817 4.321 4.365
H: -0.303 2.625 5.184
H: 1.059 2.672 4.061
H: 0.058 1.235 4.151
H: -0.147 1.494 1.630
H: -3.273 4.101 0.359
H: -2.620 4.481 -1.552
H: -2.644 3.397 -2.943
H: -1.436 4.692 -2.842
H: -0.308 4.681 -0.329
H: 0.702 4.324 -1.740
H: 0.763 3.273 -0.315
H: -1.027 1.394 -3.015
H: 0.500 1.566 -2.142
H: 0.076 2.726 -3.410
F: -2.296 -6.979 -0.005
C: -1.881 -5.685 -0.056
C: -0.539 -5.429 -0.253
C: -0.129 -4.103 -0.305
C: -1.039 -3.055 -0.166
C: -2.380 -3.359 0.037
C: -2.811 -4.681 0.090
H: 0.157 -6.250 -0.358
H: 0.922 -3.889 -0.455
H: -3.093 -2.552 0.151
H: -3.853 -4.931 0.243

Most stable: (a) (next structure +26.4 kcal/mol)

(a)
C6H16O | ωB97M-V with the def2-TZVPD basis set

Computed properties:
Orbital gap in eV: 11.319
SMILES: CCCC(C)C.O
LUMO in Ha: 0.0356
M in g mol⁻¹: 104.2

Atoms and positions in Å:
C: -2.250 2.613 0.365
C: -0.851 2.792 -0.171
C: 0.242 1.853 0.424
C: 0.073 0.334 0.238
C: 1.283 -0.406 0.930
C: -0.180 0.101 -1.346
H: -2.747 1.611 0.292
H: -2.853 3.483 0.197
H: -2.106 2.463 1.467
H: -0.736 2.997 -1.260
H: -0.605 3.775 0.163
H: 1.340 2.264 0.085
H: 0.209 2.163 1.375
H: -0.772 -0.094 0.680
H: 1.553 -0.057 1.984
H: 0.702 -1.323 0.881
H: 2.152 -0.471 0.277
H: 0.433 0.772 -1.943
H: -1.169 0.187 -1.695
H: 0.105 -1.125 -1.673
O: 1.378 -5.970 -0.302
H: 1.682 -5.908 -1.174
H: 1.884 -6.694 0.124

(b)
C6H16O | ωB97M-V with the def2-TZVPD basis set

Computed properties:
Orbital gap in eV: 11.082
SMILES: CC(C)C.CCO
LUMO in Ha: 0.0341
M in g mol⁻¹: 104.2

Atoms and positions in Å:
C: -0.670 -0.687 -1.218
C: -1.691 -0.478 -0.205
C: -2.505 0.874 -0.252
C: -2.722 -1.735 -0.176
H: -0.748 -0.037 -2.047
H: -0.613 -1.587 -1.817
H: 0.429 -0.139 -0.863
H: -1.238 -0.515 0.774
H: -2.982 1.019 -1.108
H: -3.229 0.966 0.465
H: -1.768 1.734 -0.337
H: -2.210 -2.432 0.453
H: -3.468 -1.393 0.500
H: -2.988 -2.181 -1.088
C: 2.087 1.714 0.141
C: 2.986 0.722 0.856
O: 2.368 -0.598 0.769
H: 1.083 1.170 0.240
H: 2.334 2.189 -0.784
H: 2.088 2.641 0.626
H: 3.997 0.687 0.452
H: 3.188 1.211 1.893
H: 2.268 -1.012 1.609

Most stable: (a) (next structure +18.2 kcal/mol)

(a)
C6H17N3 | ωB97M-V with the def2-TZVPD basis set

Computed properties:
Orbital gap in eV: 7.545
LUMO in Ha: 0.0248
M in g mol⁻¹: 131.2

Atoms and positions in Å:
C: 0.790 -0.235 -0.654
C: -0.085 -0.040 -1.888
C: 2.076 0.561 -0.836
C: 1.153 -1.717 -0.498
C: -0.123 0.938 0.935
N: 0.793 0.921 1.980
N: -0.605 2.060 0.561
H: 1.570 1.565 1.910
H: 1.207 0.021 2.196
H: -1.363 1.987 -0.111
H: 0.269 -2.356 -0.370
H: -1.006 -0.634 -1.832
H: -0.375 1.011 -2.014
H: 0.424 -0.344 -2.818
H: 2.789 0.412 -0.016
H: 2.614 0.266 -1.753
H: 1.873 1.633 -0.928
H: 1.806 -1.892 0.366
H: 1.682 -2.113 -1.384
C: -2.747 -0.140 0.874
N: -1.345 -0.329 1.276
H: -1.255 -0.513 2.277
H: -0.793 -0.776 0.488
H: -3.326 0.389 1.629
H: -3.220 -1.100 0.666
H: -2.803 0.423 -0.055

(b)
C6H17N3 | ωB97M-V with the def2-TZVPD basis set

Computed properties:
Orbital gap in eV: 8.476
LUMO in Ha: 0.0361
M in g mol⁻¹: 131.2

Atoms and positions in Å:
C: -1.990 0.403 -0.927
C: -1.124 -1.416 0.361
C: 1.053 -0.840 -1.576
N: -0.783 -0.212 -0.397
H: -2.575 -0.361 -1.440
H: -2.617 0.827 -0.130
H: -0.225 -1.804 0.832
H: -1.881 -1.209 1.128
H: -1.512 -2.161 -0.336
H: 0.252 -1.484 -1.935
H: 1.241 -0.037 -2.277
H: 1.892 -1.530 -1.567
H: -1.744 1.184 -1.643
C: -0.180 0.971 1.750
C: 0.211 0.719 0.288
N: 0.294 2.001 -0.373
N: 1.857 -1.034 1.020
C: 1.556 0.029 0.077
H: -0.558 2.541 -0.287
H: 0.531 1.910 -1.352
H: 2.307 -0.688 1.860
H: 2.460 -1.733 0.596
H: 2.334 0.797 -0.002
H: 0.524 1.686 2.172
H: -1.191 1.381 1.820
H: -0.130 0.057 2.335

Most stable: (b) (next structure +18.8 kcal/mol)

(a)
C6H17N3 | ωB97M-V with the def2-TZVPD basis set

Computed properties:
Orbital gap in eV: 9.331
SMILES: CNN[C@](C)(N)C(C)C
LUMO in Ha: 0.0401
M in g mol⁻¹: 131.2

Atoms and positions in Å:
C: -1.635 -1.591 -1.658
N: -0.934 -0.321 -1.814
N: 0.287 -0.302 -1.077
C: 0.315 0.780 -0.103
C: -1.322 1.434 -0.232
N: 1.212 1.832 -0.558
C: 0.704 0.203 1.281
C: -0.295 -0.845 1.771
C: 2.106 -0.426 1.281
H: -2.576 -1.527 -2.202
H: -1.867 -1.715 -0.600
H: -1.050 -2.458 -1.990
H: -0.787 -0.099 -2.802
H: 1.082 -0.221 -1.703
H: -1.430 1.968 0.688
H: -2.224 0.859 -0.266
H: -1.245 2.140 -1.046
H: 0.991 2.722 -0.127
H: 2.191 1.630 -0.383
H: 0.703 1.044 1.986
H: -1.280 -0.416 1.934
H: -0.362 -1.652 1.047
H: 0.038 -1.269 2.718
H: 2.876 0.282 0.973
H: 2.370 -0.773 2.280
H: 2.130 -1.276 0.602

(b)
C6H17N3 | ωB97M-V with the def2-TZVPD basis set

Computed properties:
Orbital gap (alpha / beta) in eV: 7.184 / 7.186
LUMO (alpha / beta) in Ha: -0.0040 / -0.0040
M in g mol⁻¹: 131.2

Atoms and positions in Å:
C: -0.048 1.750 1.332
C: 0.036 3.272 1.291
C: 1.245 1.023 1.002
N: 1.087 -0.326 0.844
N: 2.337 1.709 0.928
H: -0.205 -1.251 0.378
H: 1.994 -0.779 0.743
H: 3.136 1.101 0.737
H: -0.825 1.391 0.649
H: -0.362 1.417 2.328
H: -0.931 3.717 1.539
H: 0.335 3.619 0.301
H: 0.782 3.634 1.996
C: 0.572 -0.298 -1.524
C: -2.064 -1.280 -0.752
C: -0.332 -3.004 -0.833
N: -0.678 -1.631 -0.529
H: -2.748 -1.935 -0.195
H: -0.487 -3.215 -1.897
H: 1.629 -0.104 -1.410
H: -0.049 0.581 -1.428
H: 0.342 -0.895 -2.399
H: -2.237 -0.252 -0.436
H: -2.312 -1.359 -1.816
H: -0.937 -3.714 -0.254
H: 0.719 -3.171 -0.593

Most stable: (a) (next structure +46.3 kcal/mol)